Record 1
Below is the molecule C6H8ClN at a distorted geometry, with properties calculated with ωB97M-V/def2-TZVPD.

## Properties
Kohn-Sham gap   10.5 eV
HOMO energy   -9.512 eV

Last column: natural (NBO) charge in e.
Element x y z (Å)
C  1.065606  -0.983401  2.102954  -0.23
C  0.851686  -0.504376  1.008988  -0.06
C  0.286060  0.041540  -0.185197  -0.16
C  -1.009954  0.986536  0.017898  -0.19
N  -1.997816  0.102212  0.801249  -0.85
C  1.401607  0.477250  -1.242993  -0.42
C  0.510774  -0.710078  -1.419555  -0.21
Cl  0.833422  -2.438102  -1.153932  -0.02
H  0.932877  -1.466012  3.243280  0.28
H  -1.333295  1.188061  -1.125108  0.19
H  -0.676112  2.085338  0.368573  0.19
H  -2.863345  0.584646  1.018591  0.37
H  -1.399976  -0.210990  1.715720  0.38
H  1.286316  1.338843  -2.027203  0.25
H  2.345590  0.072900  -0.838288  0.24
H  -0.233439  -0.564369  -2.284978  0.24

Forces on the atoms, in the same order (eV/Å):
C -1.1 -1.1 3.0
C -0.4 -0.6 1.8
C -0.4 3.4 -0.5
C 0.7 -0.3 -1.8
N 3.4 0.7 1.1
C 0.1 -0.8 0.0
C -2.4 -0.4 -2.1
Cl 0.5 0.4 -0.7
H 0.9 1.6 -4.1
H 0.1 -0.6 2.7
H -0.8 -2.6 0.0
H 0.3 0.1 0.4
H -2.4 1.2 -2.7
H 0.4 -1.8 1.9
H 0.0 1.3 -0.6
H 1.0 -0.5 1.7

---

Record 2
Below is the molecule C5H11N3OSi at a distorted geometry, with properties calculated with ωB97M-V/def2-TZVPD.

## Properties
Kohn-Sham gap   9.9 eV
HOMO energy   -9.268 eV

Last column: natural (NBO) charge in e.
Element x y z (Å)
C  -1.921113  0.760665  -1.143234  -1.16
Si  -0.211568  1.122326  -0.519381  1.78
C  1.048809  1.369331  -1.860105  -1.11
C  -0.038940  2.464128  0.665246  -1.15
N  0.314444  -0.303203  0.400461  -0.87
C  0.027903  -1.520904  0.392471  0.31
N  0.358808  -2.455716  1.335716  -0.35
N  0.985355  -2.598797  2.681543  -0.44
C  0.763314  -3.662625  1.824587  0.81
O  0.726650  -4.825599  1.621748  -0.51
H  -1.936079  -0.272709  -1.594559  0.24
H  -2.650043  0.787234  -0.249440  0.25
H  -2.332200  1.309191  -2.028685  0.25
H  1.206896  2.350373  -2.115660  0.23
H  1.957959  0.880768  -1.735125  0.24
H  0.648771  0.887244  -2.765363  0.23
H  1.004396  2.435767  1.067812  0.26
H  -0.366666  3.349529  0.265582  0.24
H  -0.881106  2.407663  1.407903  0.24
H  -0.674565  -1.944499  -0.423309  0.16
H  1.968973  -2.540166  2.771792  0.35

Forces on the atoms, in the same order (eV/Å):
C -1.6 -0.7 -0.4
Si 0.9 -1.8 -0.1
C -2.2 -2.0 -0.8
C -0.6 -1.2 2.2
N 0.3 0.2 0.5
C -1.4 0.8 -1.9
N 0.8 -1.1 -0.2
N -0.9 -0.4 1.4
C -2.5 0.1 -1.3
O 0.7 -0.1 0.2
H 0.1 0.6 0.8
H 0.9 -0.1 -1.5
H 0.3 0.2 1.1
H 0.4 2.5 -0.5
H 1.7 -0.7 0.7
H -0.1 0.1 0.0
H -1.1 0.4 0.0
H 0.2 2.7 -1.5
H 1.2 -0.6 0.2
H 1.1 -0.1 1.3
H 1.8 1.2 -0.4

---

Record order is preserved below.
Energy above the lowest of the compared OMol25 structures with the same formula, charge and spin: 99.9 0.0 kcal/mol